1.
18
Properties=species:S:1:pos:R:3 method="wB97M-V/def2-TZVPD" e_homo_ev=-9.42 e_lumo_ev=1.1 gap_ev=10.51
C 1.6582 1.1096 0.4841
C 0.6648 0.1307 1.1009
C -0.1534 -0.6481 0.0628
C -1.0120 -1.7259 0.7184
N -1.0117 0.2460 -0.6970
C -0.8129 0.7979 -1.8544
O -1.8158 1.5450 -2.1376
H 2.3779 0.5890 -0.1602
H 1.1476 1.8651 -0.1229
H 2.2251 1.6356 1.2587
H 1.2023 -0.5904 1.7305
H -0.0345 0.6644 1.7578
H 0.5470 -1.1327 -0.6359
H -0.3863 -2.4311 1.2755
H -1.7248 -1.2719 1.4159
H -1.5792 -2.2807 -0.0350
H -2.0788 1.0215 -0.9585
H 0.0464 0.6746 -2.5156

=====

2.
18
Properties=species:S:1:pos:R:3 method="wB97M-V/def2-TZVPD" e_homo_ev=-7.27 e_lumo_ev=1.0 gap_ev=8.32
C -2.0266 1.4128 0.9698
C -0.5342 1.2264 0.8104
C 0.2604 0.0971 1.3566
N -0.0627 0.0721 0.0538
C 0.0316 -0.3872 -1.1478
C 0.6262 -1.7424 -1.4199
O 1.3394 -2.2559 -0.3211
H -2.4866 1.8942 0.0996
H -2.2037 2.0604 1.8362
H -2.5239 0.4558 1.1555
H 0.0106 2.1504 0.5883
H 0.0129 -0.6785 2.0694
H 2.2677 0.5917 0.3355
H -0.3282 0.2383 -1.9575
H 2.4952 0.6302 -0.3848
H -0.1568 -2.4780 -1.6442
H 1.2559 -1.6710 -2.3215
H 2.0227 -1.6164 -0.0782

=====

3.
18
Properties=species:S:1:pos:R:3 method="wB97M-V/def2-TZVPD" e_homo_ev=-9.61 smiles="CCC[C@@H](N)C=O" e_lumo_ev=0.4 gap_ev=10.05
C -0.8231 -1.0415 -1.6085
C -1.4362 -1.0479 -0.1366
C -0.1770 -0.6676 0.7787
C 0.4077 0.6916 0.3907
N -0.1717 1.9435 0.8829
C 1.9802 0.6818 0.7063
O 2.6923 1.6826 0.8334
H -0.2523 -0.0684 -1.7866
H -1.6268 -1.0995 -2.4181
H 0.0736 -1.8646 -1.7678
H -2.1461 -0.2559 0.1428
H -1.8303 -2.0414 0.2407
H 0.4455 -1.6833 0.7415
H -0.3382 -0.8341 1.8654
H 0.3653 1.0101 -0.7305
H -0.2507 2.5477 0.0577
H 0.6269 2.2899 1.4334
H 2.4609 -0.2430 0.3747

=====

4.
18
Properties=species:S:1:pos:R:3 method="wB97M-V/def2-TZVPD" e_homo_ev=-6.94 e_lumo_ev=-2.3 gap_ev=4.64
C -0.5901 1.3072 -2.2277
N 0.5764 0.6129 -1.8098
C 0.5608 0.3007 -0.4184
C -0.6772 -0.4486 0.0262
C -0.5607 -0.8538 1.5168
O -0.9137 -0.1507 2.3642
C 1.8268 -0.4159 -0.0704
H -0.8984 2.1092 -1.5183
H -1.1998 -1.8697 4.3750
H -0.4522 1.7802 -3.2044
H -1.4378 0.6090 -2.3489
H 0.6234 1.2337 0.1860
H -1.6254 0.1029 0.1051
H -0.9214 -1.2903 -0.6306
H -0.6663 -2.2037 4.0179
H 1.8696 -1.3604 -0.6392
H 2.8498 -0.0581 -0.1741
H 1.7802 -0.8263 0.9660

=====

5.
18
Properties=species:S:1:pos:R:3 method="wB97M-V/def2-TZVPD" e_homo_ev=-8.85 smiles="C=C/C=C/CN.O" e_lumo_ev=0.5 gap_ev=9.31
C -2.6189 -0.7047 -0.1345
C -1.9513 0.3269 0.3673
C -0.6437 0.7334 -0.1085
C 0.1702 0.1082 -0.9729
C 1.5345 0.7487 -1.2649
N 2.6379 0.2473 -0.4500
H -3.6646 -0.9352 0.0427
H -2.2388 -1.3291 -0.9376
H -2.4816 0.8573 1.1521
H -0.4494 1.7915 0.0634
H -0.0415 -0.8163 -1.4997
H 1.3035 1.7619 -0.9320
H 1.9104 0.7670 -2.2836
H 2.4011 0.0745 0.5285
H 2.8507 -0.7107 -0.7410
O 0.7815 -1.1263 2.4563
H -0.0632 -1.5764 2.4469
H 0.5632 -0.2179 2.2673

=====

6.
18
Properties=species:S:1:pos:R:3 method="wB97M-V/def2-TZVPD" multiplicity=2 e_homo_ev="-14.79 / -15.22" total_charge=+1 e_lumo_ev="-4.0 / -7.5" s2=0.757 gap_ev="10.82 / 7.71"
C -0.1666 -1.6569 -0.3456
N -0.6873 -0.3538 0.0062
C -1.4448 -0.3720 1.2752
C 0.7838 0.9889 -1.5583
C 0.0897 0.8295 -0.2182
C 1.1521 0.9937 0.9330
O 0.9115 1.3476 2.0294
H -0.5496 -1.9870 -1.3206
H -0.5061 -2.4151 0.3531
H 0.9180 -1.7258 -0.4639
H -2.3821 -0.8670 1.0088
H -0.7817 -0.7208 2.0675
H -1.7183 0.6337 1.5817
H 0.1883 1.3952 -2.3783
H 1.6863 1.5799 -1.4320
H 0.9851 0.0020 -1.9849
H -0.6153 1.6601 -0.0879
H 2.1370 0.6679 0.5348

=====

7.
18
Properties=species:S:1:pos:R:3 method="wB97M-V/def2-TZVPD" multiplicity=2 e_homo_ev="-13.97 / -13.96" total_charge=+1 e_lumo_ev="-3.5 / -7.6" s2=0.774 gap_ev="10.43 / 6.33"
C 2.2406 0.4495 -2.2031
C 1.2716 0.3785 -1.3354
N 0.8517 -0.8410 -0.6787
C -0.1234 -0.6252 0.3760
C 0.1191 -1.8729 2.6024
C -0.6172 -1.6172 1.4700
H 2.9064 -0.4418 -2.2128
H 2.3045 1.2247 -2.9429
H 0.6441 1.2078 -0.9958
H 1.6550 -1.4997 -0.6230
H 0.2713 0.2404 0.9087
H -1.0593 -0.1932 -0.0440
H -0.2721 -2.3084 3.5197
H 1.1814 -1.7147 2.5560
H -1.7185 -1.7642 1.4774
H -3.4193 3.7793 -0.9043
H -3.3732 2.4132 -0.3930
O -2.8626 3.1848 -0.5772

=====

8.
18
Properties=species:S:1:pos:R:3 method="wB97M-V/def2-TZVPD" multiplicity=2 e_homo_ev="-14.97 / -14.90" total_charge=+1 e_lumo_ev="-4.2 / -9.0" s2=0.755 gap_ev="10.74 / 5.95"
C 1.5320 -0.6904 -1.4381
N 1.4035 -0.8725 0.0855
C -1.7907 1.2491 -0.1095
C -0.9106 -0.0025 -0.0466
C 0.5330 0.1802 0.6244
C 0.2690 -0.0480 2.1017
O -0.8833 0.0799 2.5897
H 1.8268 -1.6902 -1.8943
H 2.4518 -0.0759 -1.6684
H 0.6893 -0.3295 -2.0273
H 0.9789 -1.8296 0.0905
H -2.8621 0.8036 -0.1532
H -1.7121 1.9651 -0.9274
H -1.6594 1.8854 0.7690
H -0.8251 -0.3802 -1.1502
H -1.2936 -0.9184 0.4082
H 0.9414 1.0794 0.2238
H 1.3112 -0.4054 2.5220

=====

9.
18
Properties=species:S:1:pos:R:3 method="wB97M-V/def2-TZVPD" multiplicity=2 e_homo_ev="-14.71 / -14.72" total_charge=+1 e_lumo_ev="-3.5 / -7.7" s2=0.755 gap_ev="11.21 / 6.97"
C 0.8943 -1.2514 0.9175
N -0.0519 -0.7445 -0.0537
C -1.3793 -1.3420 -0.1763
C 0.5882 1.5999 0.6837
C -0.1527 0.7014 -0.2581
C 0.1775 1.0092 -1.8244
O 0.6776 2.0048 -2.1658
H 1.8202 -0.7201 0.6829
H 0.6628 -1.1237 1.9909
H 1.0513 -2.3279 0.7797
H -2.0190 -1.0665 0.6629
H -1.3598 -2.4400 -0.2979
H -1.8201 -1.0149 -1.1075
H 0.6273 2.6295 0.3189
H 1.6050 1.2360 0.8186
H 0.1325 1.7197 1.6730
H -1.2102 0.9209 -0.1537
H -0.2438 0.2096 -2.4908

=====

10.
18
Properties=species:S:1:pos:R:3 method="wB97M-V/def2-TZVPD" multiplicity=2 e_homo_ev="-15.85 / -15.66" total_charge=+1 e_lumo_ev="-3.5 / -8.0" s2=0.756 gap_ev="12.38 / 7.66"
C -1.5490 1.5211 -1.2310
C -1.0218 1.1586 0.1817
N 0.1362 0.3436 0.2198
C 0.0302 -1.0031 -0.3662
C 1.1280 -1.9958 -0.1031
C 1.0841 0.5886 1.2767
O -1.5155 1.6029 1.1602
H -0.9428 1.9970 -1.9918
H -1.9852 0.5871 -1.5995
H -2.4011 2.1243 -0.9155
H -0.9457 -1.3129 0.0471
H -0.2363 -0.8723 -1.4226
H 1.1926 -2.2029 0.9691
H 0.9012 -2.9625 -0.5405
H 2.0720 -1.5546 -0.4203
H 0.7012 0.3951 2.2889
H 1.4025 1.6317 1.3249
H 1.9492 -0.0458 1.1221

=====

11.
29
Properties=species:S:1:pos:R:3 method="wB97M-V/def2-TZVPD" e_homo_ev=-11.11 e_lumo_ev=-0.5 gap_ev=10.63
C -19.3308 -7.2027 -16.0637
N -17.9721 -7.6550 -16.5102
O -17.0836 -6.8235 -16.5144
O -17.8455 -8.8060 -16.8587
H -19.5042 -7.6508 -15.0915
H -20.0347 -7.5517 -16.8121
H -19.2973 -6.1214 -16.0356
C -15.9132 -11.5085 -17.7058
C -14.6646 -11.4680 -18.5540
O -15.0973 -10.8970 -19.7919
S -16.6353 -11.2490 -20.0504
O -16.7485 -12.2032 -21.0861
O -17.3677 -10.0460 -20.1220
O -16.9044 -11.9673 -18.6410
H -16.2209 -10.5387 -17.3158
H -15.8094 -12.2123 -16.8834
H -14.2634 -12.4718 -18.7145
H -13.8557 -10.8772 -18.1279
C -15.1366 -4.4669 -16.4153
C -14.4478 -5.4528 -15.5308
O -13.1127 -5.4674 -16.0983
S -12.7017 -3.9417 -16.2496
O -11.9190 -3.8039 -17.4084
O -12.2500 -3.4373 -15.0074
O -14.1786 -3.3839 -16.4951
H -16.0806 -4.0964 -16.0271
H -15.2679 -4.8406 -17.4315
H -14.8697 -6.4473 -15.4909
H -14.3484 -5.0454 -14.5192

=====

12.
19
Properties=species:S:1:pos:R:3 method="wB97M-V/def2-TZVPD" multiplicity=2 e_homo_ev="-4.34 / -4.34" total_charge=-1 e_lumo_ev="4.2 / 3.0" s2=0.754 gap_ev="8.55 / 7.37"
C 1.7163 0.0398 -0.6179
C 0.6748 -1.0357 -0.0423
C 0.0115 -0.4069 1.2423
C -0.8214 0.8824 1.2068
N 1.4362 -1.9868 0.6613
C -1.9371 0.9945 -1.6349
O -0.9160 1.6941 -1.8860
O -1.9764 -0.2658 -1.6569
H 2.3227 0.3973 0.3362
H 1.2793 0.9423 -1.0557
H 2.3127 -0.6211 -1.3363
H -0.1000 -1.4194 -0.7779
H 0.8893 -0.3439 1.8963
H -0.4623 -1.3644 1.6889
H -0.4671 1.3595 0.2146
H -0.5010 1.5822 1.9301
H -1.9236 0.8016 1.0840
H 1.3429 -2.7900 0.1315
H -2.8806 1.5402 -1.3842

=====

13.
19
Properties=species:S:1:pos:R:3 method="wB97M-V/def2-TZVPD" e_homo_ev=-8.92 smiles=NCC(O)O.C#CC e_lumo_ev=0.7 gap_ev=9.63
N -0.6092 0.3604 -2.5262
C 0.3993 -0.1441 -1.6452
C 0.7955 0.7123 -0.4631
O 0.4087 2.0494 -0.6702
O 2.1455 0.6058 -0.1032
H -1.5313 0.0666 -2.2248
H -0.6136 1.3701 -2.6051
H -0.0483 -1.1109 -1.0790
H 1.2753 -0.4272 -2.2297
H 0.2397 0.2900 0.4321
H 0.5805 2.5420 0.1397
H 2.6870 0.8442 -0.8667
C -0.9980 -1.8173 0.4612
C -0.8248 -1.1194 1.4442
C -0.6300 -0.5569 2.7714
H -1.5496 -2.4550 -0.1801
H -1.0763 -1.1988 3.5340
H 0.4395 -0.4427 2.9770
H -1.0899 0.4314 2.8337

=====

14.
19
Properties=species:S:1:pos:R:3 method="wB97M-V/def2-TZVPD" e_homo_ev=-9.35 smiles="C=NOC(C)(C)CO" e_lumo_ev=0.6 gap_ev=9.92
C -3.1190 -0.8126 -0.1114
N -2.1280 0.0721 0.0342
O -1.0039 -0.7299 -0.2288
C 0.4603 -0.0130 -0.1232
C 0.2007 0.8490 1.0900
C 0.8303 1.1984 -1.1209
C 1.3626 -1.2960 -0.0741
O 2.6826 -1.0407 -0.0049
H -4.1897 -0.2624 -0.3244
H -2.8434 -1.8714 -0.2750
H 1.2239 1.5031 1.4049
H -0.7163 1.4475 0.7076
H -0.0339 0.4538 2.1712
H 0.0033 1.8020 -0.6653
H 1.7559 1.7122 -0.7645
H 0.7889 0.8457 -2.1972
H 0.8459 -1.8986 0.6715
H 1.1771 -1.6011 -1.1580
H 2.7025 -0.3583 0.9681

=====

15.
19
Properties=species:S:1:pos:R:3 method="wB97M-V/def2-TZVPD" e_homo_ev=-8.29 e_lumo_ev=0.2 gap_ev=8.45
C -1.6486 0.2581 0.5856
C -0.3299 1.1346 0.6456
C -0.0523 2.2392 -0.3378
O -1.4808 1.3156 1.4724
O -1.7256 -0.9892 0.9811
H -1.1386 -1.6694 0.0493
H -2.2371 0.5257 -0.3058
H 0.5111 0.8230 1.2577
H -0.9306 2.4476 -0.9492
H 0.2100 3.1603 0.1848
H 0.7732 1.9672 -0.9962
C 1.6128 -1.4329 0.4254
C 0.8081 -1.1751 -0.7951
N -0.3120 -1.7993 -0.9442
H -0.7828 -1.6728 -1.8339
H 1.2710 -0.6374 -1.6218
H 2.2382 -0.5756 0.6573
H 0.9477 -1.6277 1.2677
H 2.2662 -2.2920 0.2571

=====

16.
19
Properties=species:S:1:pos:R:3 method="wB97M-V/def2-TZVPD" e_homo_ev=-8.80 smiles=Cc1ccc[nH]1.O.O e_lumo_ev=0.7 gap_ev=9.55
C -2.4399 0.0474 -0.8578
C -1.1793 -0.1323 0.0002
C -0.6192 0.6831 0.9606
C 0.4110 -0.0359 1.7055
C 0.3836 -1.2938 1.1839
N -0.6633 -1.3668 0.2274
H -2.7339 1.2039 -0.9475
H -2.3898 -0.2992 -1.9059
H -3.3922 -0.2246 -0.4154
H -0.9847 1.6997 1.1332
H 1.3118 0.4309 2.1512
H 0.9321 -2.2316 1.3396
H -1.0097 -2.1999 -0.2442
O 3.2821 -0.4343 -0.1259
H 2.4895 -0.4382 0.3291
H 3.2921 0.2260 -0.7994
O 1.3118 1.1343 -1.4641
H 1.4542 2.1165 -1.4377
H 0.5438 1.1145 -0.8328

=====

17.
19
Properties=species:S:1:pos:R:3 method="wB97M-V/def2-TZVPD" e_homo_ev=-9.33 smiles=CC1(C)CN1C(O)O e_lumo_ev=0.8 gap_ev=10.10
C -2.0233 0.1357 0.6317
C -0.7354 -0.0536 -0.1307
C -0.3855 -1.4996 -0.3865
C -0.3481 0.9333 -1.1670
N 0.2519 1.1649 0.1251
C 1.5775 0.8152 0.4341
O 1.5600 0.1286 1.6588
O 2.2495 0.0192 -0.5401
H -2.8559 -0.2523 0.0432
H -1.9914 -0.3996 1.5789
H -2.1995 1.1910 0.8171
H 0.6012 -1.5883 -0.8332
H -0.4122 -2.0858 0.5321
H -1.1144 -1.9209 -1.0810
H 0.2938 0.5916 -1.9732
H -1.0744 1.6917 -1.4391
H 2.1384 1.7475 0.6092
H 1.2717 -0.7880 1.5670
H 3.1960 0.1693 -0.4463

=====

18.
19
Properties=species:S:1:pos:R:3 method="wB97M-V/def2-TZVPD" e_homo_ev=-9.48 smiles="CC(N)=O.C=CCO" e_lumo_ev=0.8 gap_ev=10.32
C 1.3427 0.2924 -1.3224
C 1.6488 1.0068 -0.0409
N 2.3176 0.2520 0.8716
O 1.1679 2.0844 0.2610
H 2.2516 -0.0783 -1.7885
H 0.8351 0.9587 -2.0116
H 0.5931 -0.5144 -1.0650
H 2.5161 0.6450 1.7759
H 2.5751 -0.7016 0.6749
C -1.4939 1.2110 0.5937
C -1.6574 0.0714 -0.0722
C -1.5128 -1.2893 0.5498
O -0.8330 -2.2048 -0.2933
H -1.0997 1.2301 1.5985
H -1.7372 2.1634 0.1561
H -2.1540 0.0753 -1.0363
H -0.9212 -1.2276 1.4655
H -2.5097 -1.6897 0.7997
H -1.3290 -2.2847 -1.1164

=====

19.
19
Properties=species:S:1:pos:R:3 method="wB97M-V/def2-TZVPD" e_homo_ev=-9.60 smiles="CC(=O)[C@@](C)(N)CO" e_lumo_ev=0.7 gap_ev=10.35
C 1.3554 -1.1158 -1.3188
C 1.0937 -0.5884 0.0789
O 1.9902 -0.6307 0.9315
C -0.1751 0.3291 0.3002
C 0.0019 1.1712 1.5626
N -0.4804 1.1911 -0.8656
C -1.2391 -0.7565 0.4597
O -1.8964 -1.0581 -0.7414
H 0.8717 -0.5600 -2.1231
H 1.0049 -2.1476 -1.3754
H 2.4299 -1.0756 -1.5226
H 0.8801 1.8198 1.4743
H 0.1562 0.5397 2.4429
H -0.8814 1.7914 1.7525
H -1.2254 1.8426 -0.6146
H 0.3415 1.7574 -1.0808
H -1.9742 -0.5592 1.2425
H -0.5123 -1.6744 0.7168
H -1.7414 -0.2760 -1.3196

=====

20.
19
Properties=species:S:1:pos:R:3 method="wB97M-V/def2-TZVPD" e_homo_ev=-9.29 smiles=CC1(C)O[C@@]1(O)CN e_lumo_ev=0.9 gap_ev=10.18
C 0.5186 1.6952 0.3235
C 0.8375 0.2443 0.2411
C 2.2806 -0.1151 0.1435
O -0.0487 -0.5463 1.2697
C -0.2128 -0.7949 -0.1010
O 0.2516 -2.0919 -0.5190
C -1.4958 -0.3564 -0.7986
N -2.5170 0.1273 0.1225
H -0.5609 1.8767 0.4341
H 0.8725 2.2379 -0.5568
H 0.9743 2.1166 1.2262
H 2.7879 0.4681 -0.6310
H 2.7695 0.0537 1.1098
H 2.4648 -1.1656 -0.0991
H 0.3267 -2.6314 0.2854
H -1.8827 -1.2233 -1.3474
H -1.2793 0.4194 -1.5409
H -3.3884 0.2826 -0.3774
H -2.6985 -0.5968 0.8154

=====

Computed values of max |F| (unit: eV/Å) for the preceding records, in sequence: 0.30 0.27 3.30 3.64 1.69 2.40 5.88 5.56 3.08 3.93 0.82 3.54 2.97 7.01 2.60 3.63 2.78 1.32 3.78 2.58.
Computed values of energy (unit: Ha) for the preceding records, in sequence: -327.04955 -326.93057 -327.00860 -326.86388 -327.03673 -326.76240 -326.70828 -326.68132 -326.75994 -326.77339 -1800.50111 -402.28790 -402.23871 -402.10882 -402.24722 -402.31617 -402.29990 -402.32625 -402.31762 -402.30584.